Record 1
# C4H8O2

A molecular structure, C4H8O2 in a non-equilibrium geometry (the ωB97M-V functional and the def2-TZVPD basis, the Open Molecules 2025 dataset).

XYZ file:
```
14
Properties=species:S:1:pos:R:3:forces:R:3:mulliken_charge:R:1
O -1.3460 -0.0526 -1.6778 -0.232 1.349 -0.451 -0.490
C -0.1682 -0.2252 -0.9943 1.044 -1.373 -0.506 -0.548
C -0.3319 -0.5040 0.3952 -0.660 -0.303 0.335 0.302
C 0.7628 -1.3006 1.0920 0.690 -1.626 0.920 -0.443
O 1.5170 -0.1534 1.3954 1.006 0.636 -0.781 -0.386
C 0.6216 0.5772 0.6121 1.372 1.445 0.948 -0.360
H -1.0955 0.4109 -2.4858 -0.508 0.004 -0.117 0.326
H -1.1904 2.0615 -0.4952 -0.018 0.797 0.889 -0.208
H 0.6067 -0.5665 -1.6576 0.487 -0.726 0.531 0.389
H -1.3119 -0.4652 0.8366 -0.559 -0.312 -0.111 0.266
H 0.5337 -1.7996 2.0213 -0.626 -0.327 0.225 0.249
H 1.4178 -1.9656 0.5336 -0.621 -0.197 -0.640 0.217
H -1.1506 2.5276 0.1247 -0.070 -0.629 -0.901 0.226
H 1.1349 1.4554 0.2999 -1.304 1.263 -0.342 0.460
```
Positions in Å, forces in eV/Å.

## Properties
- energy above the lowest of the compared OMol25 structures with the same formula, charge and spin (kcal per mole) = 162.9
- calculated total energy (Eh) = -307.4529
- orbital gap (hartree) = 0.2810
- highest occupied orbital energy (eV) = -6.75
- spin multiplicity = 1


Record 2
# C4H8O2

A molecular structure, C4H8O2 in a non-equilibrium geometry (the ωB97M-V functional and the def2-TZVPD basis, the Open Molecules 2025 dataset).

XYZ file:
```
14
Properties=species:S:1:pos:R:3:forces:R:3:mulliken_charge:R:1
C 0.8617 0.9822 -1.5620 -0.072 0.307 -0.363 -0.722
O 1.0106 0.0143 -0.5583 0.077 -0.176 0.052 -0.310
C 0.1650 0.2642 0.5438 -0.322 0.122 0.162 0.393
C -1.2627 -0.0347 0.3482 -0.799 1.235 -0.968 -0.476
C 0.0534 -0.7455 1.5807 0.357 -0.817 -0.549 -0.810
O -0.7061 -1.8805 1.1093 0.744 -0.960 0.424 -0.411
H 1.2036 1.9713 -1.2207 -0.023 -0.123 -0.030 0.298
H -0.1858 1.0812 -1.8879 0.140 -0.041 0.039 0.319
H 1.4651 0.6710 -2.4165 -0.064 0.045 0.103 0.249
H 0.3021 1.2819 0.9454 0.161 -0.271 0.160 0.310
H -1.5585 -0.6023 -0.5555 0.174 0.091 0.896 0.213
H -2.0698 0.4020 0.9036 0.041 0.585 0.052 0.309
H 0.8768 -1.0190 2.2667 -0.791 0.600 0.105 0.340
H -0.1553 -2.3859 0.5034 0.377 -0.598 -0.082 0.299
```
Positions in Å, forces in eV/Å.

## Properties
- energy above the lowest of the compared OMol25 structures with the same formula, charge and spin (kcal per mole) = 145.1
- calculated total energy (Eh) = -307.4812
- orbital gap (alpha / beta) (hartree) = 0.2825 / 0.3134
- highest occupied orbital energy (alpha / beta) (eV) = -7.45 / -8.01
- spin multiplicity = 1


Record 3
# C4H8O2

A single C4H8O2 molecule (the ωB97M-V functional and the def2-TZVPD basis, the Open Molecules 2025 dataset).

XYZ file:
```
14
Properties=species:S:1:pos:R:3:forces:R:3:mulliken_charge:R:1
C -0.2883 -1.0413 1.7359 -0.041 -0.017 0.072 -1.056
C -0.4292 -0.6495 0.2927 -0.059 -0.297 -0.266 0.834
O -0.5314 -1.5383 -0.5421 -0.034 0.524 0.305 -0.635
C -0.3577 0.8121 -0.1189 0.021 0.102 -0.057 -0.617
C 0.7406 0.9864 -1.1813 0.065 0.220 0.194 -0.483
O 0.4382 0.2236 -2.3094 0.010 -0.359 -0.310 -0.550
H 0.7801 -1.2296 1.9102 -0.180 0.090 0.074 0.254
H -0.6367 -0.2745 2.4348 0.075 -0.165 -0.140 0.336
H -0.8226 -1.9851 1.8658 0.109 0.144 0.164 0.335
H -1.3004 1.1093 -0.5909 -0.022 -0.190 0.095 0.274
H -0.2057 1.4622 0.7452 0.107 -0.094 -0.030 0.320
H 1.7189 0.7228 -0.7492 -0.055 -0.053 -0.052 0.270
H 0.8093 2.0216 -1.5237 -0.076 0.042 0.276 0.307
H 0.0850 -0.6198 -1.9691 0.080 0.053 -0.325 0.411
```
Positions in Å, forces in eV/Å.

## Properties
- energy above the lowest of the compared OMol25 structures with the same formula, charge and spin (kcal per mole) = 20.7
- calculated total energy (Eh) = -307.6795
- structure (SMILES) = CC(=O)CCO
- orbital gap (hartree) = 0.3988
- highest occupied orbital energy (eV) = -10.00
- spin multiplicity = 1


Record 4
# C4H8O2

A molecular structure, C4H8O2 (the ωB97M-V functional and the def2-TZVPD basis, the Open Molecules 2025 dataset).

XYZ file:
```
14
Properties=species:S:1:pos:R:3:forces:R:3:mulliken_charge:R:1
C -1.1445 -1.4134 -0.3035 0.046 -0.060 0.027 -1.238
C -0.4363 -0.1799 -0.8297 0.136 -0.004 0.042 0.587
O 0.4141 -0.2819 -1.7195 -0.279 0.020 0.139 -0.698
C -0.7840 1.1246 -0.2325 -0.004 -0.046 -0.147 -0.662
C 1.3035 1.0632 0.7180 -0.044 -0.115 -0.126 -0.424
O 2.0068 1.2439 -0.3657 -0.033 -0.090 0.076 -0.292
H -1.3891 -1.3291 0.7601 0.050 0.020 -0.156 0.332
H -2.0876 -1.5398 -0.8497 0.136 0.069 0.058 0.340
H -0.5296 -2.2981 -0.4823 -0.082 0.127 0.020 0.352
H -0.7012 1.9460 -0.9461 0.029 -0.088 0.114 0.390
H -1.7117 1.1359 0.3438 0.207 -0.026 -0.031 0.365
H 1.1362 -0.0067 0.9589 -0.035 0.098 -0.046 0.198
H 0.1051 1.5802 0.6492 -0.148 0.037 -0.006 0.366
H 1.9013 0.4893 -1.0052 0.020 0.057 0.037 0.385
```
Positions in Å, forces in eV/Å.

## Properties
- energy above the lowest of the compared OMol25 structures with the same formula, charge and spin (kcal per mole) = 100.7
- calculated total energy (Eh) = -307.5519
- orbital gap (hartree) = 0.3344
- highest occupied orbital energy (eV) = -8.66
- spin multiplicity = 1


Record 5
# C4H8O2

A single C4H8O2 molecule (the ωB97M-V functional and the def2-TZVPD basis, the Open Molecules 2025 dataset).

XYZ file:
```
14
Properties=species:S:1:pos:R:3:forces:R:3:mulliken_charge:R:1
C -1.7500 -0.7227 -0.0430 -0.103 -0.048 0.020 -1.155
C -0.3627 -0.4532 -0.6124 0.004 -0.044 -0.071 -0.479
C 0.4189 0.4966 0.2894 0.005 0.054 -0.302 0.167
O 0.5864 -0.0297 1.5740 0.148 0.112 0.067 -0.540
C 1.7654 0.8481 -0.3033 0.325 -0.012 0.175 0.070
O 2.7773 0.8622 0.3615 -0.508 -0.041 -0.316 -0.517
H -2.3786 -1.2650 -0.7549 0.115 0.013 0.085 0.347
H -2.2547 0.2218 0.1922 0.048 -0.145 -0.002 0.309
H -1.6755 -1.3121 0.8742 -0.061 0.123 -0.086 0.288
H -0.4484 0.0024 -1.6077 0.049 -0.021 0.122 0.330
H 0.1960 -1.3897 -0.7287 -0.052 0.106 0.033 0.323
H -0.1513 1.4454 0.3222 0.096 -0.019 0.043 0.192
H 1.4976 0.2047 1.8202 -0.094 -0.138 0.135 0.335
H 1.7796 1.0911 -1.3836 0.029 0.060 0.097 0.329
```
Positions in Å, forces in eV/Å.

## Properties
- energy above the lowest of the compared OMol25 structures with the same formula, charge and spin (kcal per mole) = 23.1
- calculated total energy (Eh) = -307.6755
- structure (SMILES) = CC[C@@H](O)C=O
- orbital gap (hartree) = 0.4121
- highest occupied orbital energy (eV) = -10.34
- spin multiplicity = 1


Record 6
# C4H8O2

A single C4H8O2 molecule (the ωB97M-V functional and the def2-TZVPD basis, the Open Molecules 2025 dataset).

XYZ file:
```
14
Properties=species:S:1:pos:R:3:forces:R:3:mulliken_charge:R:1
C -1.9533 -0.5188 -0.4123 -0.044 -0.004 -0.008 -1.160
C -0.5257 -0.1041 -0.7110 -0.087 -0.217 -0.139 -0.169
O -0.1481 0.8910 0.2351 -0.025 0.036 0.060 -0.329
C 1.2478 1.0231 0.3821 0.205 0.051 -0.038 -0.387
C 1.7727 -0.2523 1.0223 0.161 -0.257 -0.166 0.083
O 2.4167 -1.0845 0.4298 -0.144 0.391 0.329 -0.451
H -2.6739 0.2465 -0.7127 0.108 -0.066 0.058 0.283
H -2.0582 -0.6872 0.6640 -0.011 -0.026 -0.157 0.299
H -2.1938 -1.4512 -0.9329 0.004 0.162 0.024 0.361
H 0.1367 -0.9758 -0.6323 -0.099 0.115 -0.015 0.307
H -0.4187 0.2926 -1.7323 -0.014 -0.018 0.164 0.265
H 1.4117 1.8781 1.0472 0.014 -0.124 -0.104 0.275
H 1.7654 1.1912 -0.5731 -0.121 -0.040 0.083 0.291
H 1.4406 -0.4212 2.0685 0.053 -0.004 -0.092 0.333
```
Positions in Å, forces in eV/Å.

## Properties
- energy above the lowest of the compared OMol25 structures with the same formula, charge and spin (kcal per mole) = 38.8
- calculated total energy (Eh) = -307.6506
- structure (SMILES) = CCOCC=O
- orbital gap (hartree) = 0.3900
- highest occupied orbital energy (eV) = -9.71
- spin multiplicity = 1